Record 1
46
Properties=species:S:1:pos:R:3:lowdin_charge:R:1 method="wB97M-V/def2-TZVPD" de_lowest_kcal_mol=0.00 e_tot_ev=-34720.5801 homo_ev=-8.82 charge=0 smiles="O=C(CN1C(=O)[C@H]2CCCC[C@H]2C1=O)OCc1nnc(-c2ccccc2)o1" fmax_ha_per_bohr=0.0326 spin_multiplicity=1 lumo_ev=0.534
O 0.474 1.929 0.674 0.147
C 0.379 2.446 -0.404 -0.450
C 1.239 2.078 -1.607 0.007
N 1.954 0.862 -1.319 0.052
C 3.265 0.842 -0.876 -0.376
O 3.956 1.817 -0.763 0.133
C 3.625 -0.617 -0.674 -0.165
C 4.654 -0.859 0.429 -0.143
C 4.033 -0.768 1.817 -0.187
C 2.854 -1.729 1.918 -0.188
C 1.762 -1.294 0.950 -0.131
C 2.261 -1.296 -0.509 -0.152
C 1.321 -0.366 -1.242 -0.386
O 0.208 -0.578 -1.645 0.124
O -0.476 3.423 -0.711 0.036
C -1.398 3.793 0.307 -0.057
C -2.537 2.834 0.362 -0.299
N -3.736 3.065 0.788 0.098
N -4.418 1.912 0.677 0.102
C -3.605 1.026 0.182 -0.269
C -3.895 -0.357 -0.118 -0.146
C -2.920 -1.184 -0.672 -0.009
C -3.225 -2.504 -0.948 -0.070
C -4.489 -3.002 -0.677 -0.083
C -5.459 -2.177 -0.127 -0.078
C -5.169 -0.857 0.155 -0.022
O -2.379 1.560 -0.042 0.151
H 1.968 2.873 -1.787 0.147
H 0.601 1.946 -2.484 0.149
H 4.067 -0.935 -1.628 0.166
H 5.449 -0.119 0.321 0.118
H 5.090 -1.852 0.295 0.120
H 3.688 0.251 2.001 0.121
H 4.787 -1.011 2.567 0.112
H 2.452 -1.728 2.932 0.113
H 3.183 -2.744 1.684 0.117
H 0.892 -1.948 1.022 0.126
H 1.440 -0.284 1.218 0.113
H 2.238 -2.310 -0.910 0.161
H -1.767 4.790 0.064 0.145
H -0.889 3.808 1.280 0.143
H -1.936 -0.797 -0.889 0.087
H -2.470 -3.144 -1.379 0.105
H -4.721 -4.034 -0.896 0.101
H -6.444 -2.567 0.082 0.103
H -5.905 -0.195 0.582 0.112

=====

Record 2
104
Properties=species:S:1:pos:R:3:lowdin_charge:R:1 method="wB97M-V/def2-TZVPD" e_tot_ev=-204478.4986 homo_ev="-13.22 / -13.20" charge=+2 fmax_ha_per_bohr=0.1009 spin_multiplicity=1 lumo_ev="-7.259 / -7.922"
Mo -0.245 -0.230 -0.926 1.237
O 0.806 -0.504 1.188 -0.566
P 1.217 -0.285 2.619 0.817
C -0.246 0.341 3.580 -0.238
P -1.219 1.511 2.574 0.969
O -1.729 0.809 1.285 -0.100
C -0.070 2.796 2.034 -0.281
C 0.213 3.854 2.895 -0.082
C 1.158 4.799 2.540 -0.047
C 1.838 4.690 1.337 -0.034
C 1.557 3.640 0.475 -0.039
C 0.607 2.697 0.822 -0.102
C -2.631 2.137 3.502 -0.271
C -3.076 3.441 3.294 -0.071
C -4.170 3.909 4.001 -0.043
C -4.829 3.081 4.897 -0.032
C -4.391 1.779 5.093 -0.042
C -3.292 1.303 4.401 -0.058
C 1.714 -1.803 3.446 -0.282
C 1.630 -3.019 2.779 -0.056
C 2.001 -4.178 3.439 -0.048
C 2.450 -4.119 4.748 -0.043
C 2.543 -2.901 5.406 -0.051
C 2.178 -1.737 4.756 -0.071
C 2.569 0.918 2.666 -0.276
C 2.720 1.947 3.587 -0.083
C 3.814 2.790 3.489 -0.061
C 4.761 2.605 2.495 -0.046
C 4.633 1.553 1.601 -0.046
C 3.541 0.713 1.690 -0.086
H 0.076 0.833 4.496 0.086
H -0.853 -0.530 3.843 0.086
H -0.310 3.937 3.837 0.120
H 1.361 5.624 3.204 0.123
H 2.583 5.422 1.069 0.124
H 2.074 3.557 -0.470 0.122
H 0.390 1.869 0.133 0.060
H -2.565 4.083 2.591 0.110
H -4.503 4.925 3.858 0.119
H -5.672 3.455 5.457 0.122
H -4.901 1.137 5.794 0.120
H -2.955 0.288 4.558 0.112
H 1.273 -3.040 1.755 0.105
H 1.935 -5.127 2.930 0.116
H 2.739 -5.025 5.260 0.118
H 2.899 -2.859 6.423 0.117
H 2.259 -0.782 5.258 0.110
H 1.997 2.099 4.374 0.105
H 3.929 3.595 4.196 0.119
H 5.606 3.273 2.420 0.119
H 5.379 1.379 0.841 0.117
H 3.434 -0.119 1.003 0.051
F -1.556 -1.533 1.589 0.147
B -1.832 -0.541 0.703 -1.149
F -3.047 -0.706 0.132 0.144
Ge -1.346 -2.336 -1.769 0.960
C -0.104 -3.783 -2.340 -0.359
C 0.886 -3.535 -3.285 -0.162
C 1.673 -4.563 -3.771 -0.070
C 1.478 -5.856 -3.313 -0.065
C 0.497 -6.114 -2.370 -0.069
C -0.283 -5.082 -1.877 -0.116
C -2.356 -1.810 -3.395 -0.352
C -3.733 -1.981 -3.483 -0.129
C -4.410 -1.684 -4.655 -0.066
C -3.716 -1.202 -5.752 -0.058
C -2.344 -1.018 -5.674 -0.074
C -1.671 -1.305 -4.498 -0.143
H -2.349 -3.042 -0.866 0.012
H 1.027 -2.528 -3.663 0.061
H 2.431 -4.355 -4.511 0.108
H 2.090 -6.659 -3.694 0.112
H 0.338 -7.123 -2.018 0.111
H -1.055 -5.279 -1.143 0.096
H -4.279 -2.355 -2.628 0.108
H -5.479 -1.828 -4.706 0.115
H -4.238 -0.986 -6.672 0.113
H -1.797 -0.665 -6.536 0.112
H -0.595 -1.167 -4.450 0.083
Se 2.003 -1.070 -1.131 0.908
C 2.894 -1.023 -2.848 -0.572
C 4.013 -1.812 -3.087 -0.090
C 4.629 -1.716 -4.329 -0.114
N 4.196 -0.902 -5.269 0.088
C 3.147 -0.140 -5.046 -0.121
C 2.454 -0.156 -3.841 -0.117
H 4.387 -2.482 -2.328 0.111
H 5.498 -2.314 -4.572 0.122
H 2.846 0.515 -5.852 0.118
H 1.590 0.484 -3.672 0.086
C -3.617 1.208 -2.309 0.021
C -2.211 1.795 -2.129 -0.605
C -2.276 3.000 -1.173 0.002
C -1.584 2.219 -3.469 0.009
O -1.369 0.830 -1.583 -0.362
H -4.284 1.968 -2.701 0.110
H -4.005 0.866 -1.350 0.093
H -3.598 0.368 -2.999 0.061
H -2.830 3.806 -1.645 0.105
H -1.275 3.362 -0.939 0.076
H -2.789 2.730 -0.250 0.086
H -2.088 3.093 -3.873 0.103
H -1.660 1.406 -4.191 0.073
H -0.529 2.473 -3.310 0.090

=====

Record 3
122
Properties=species:S:1:pos:R:3:lowdin_charge:R:1 method="wB97M-V/def2-TZVPD" e_tot_ev=-106700.6052 homo_ev=-8.39 charge=0 smiles="CC(=O)OCCCCCCCCc1cc(N(C(=O)F)C(=O)F)cc2c1C(=O)c1cc(COC(F)(F)F)c(P(C)O)c(O)c1C2=O.O=C1CCCO1.O=C1CCCO1.O=C1CCCO1.O=C1CCCO1" fmax_ha_per_bohr=0.0350 spin_multiplicity=1 lumo_ev=-1.214
C 8.885 -0.399 2.423 0.020
C 7.487 -0.764 2.787 -0.566
O 6.668 0.065 3.086 0.095
O 7.238 -2.071 2.726 0.005
C 5.987 -2.484 3.308 -0.152
C 4.877 -2.455 2.265 -0.170
C 3.854 -3.583 2.386 -0.176
C 3.068 -3.685 1.075 -0.206
C 2.618 -5.086 0.679 -0.183
C 1.330 -5.602 1.340 -0.190
C 0.210 -4.584 1.518 -0.176
C -0.594 -4.287 0.220 -0.114
C -0.849 -2.808 0.105 -0.120
C -2.001 -2.308 0.724 0.061
C -2.318 -0.960 0.723 -0.153
N -3.494 -0.429 1.367 0.126
C -4.452 -1.428 1.752 -0.518
O -5.087 -2.082 1.020 0.236
F -4.566 -1.538 3.046 0.195
C -4.181 0.524 0.566 -0.516
O -4.317 0.508 -0.594 0.228
F -4.705 1.472 1.306 0.169
C -1.449 -0.062 0.120 0.070
C -0.301 -0.518 -0.509 -0.049
C -0.007 -1.889 -0.542 -0.022
C 1.216 -2.282 -1.292 -0.277
O 1.374 -3.357 -1.817 0.129
C 2.292 -1.244 -1.395 -0.057
C 3.590 -1.672 -1.612 0.041
C 4.636 -0.766 -1.681 -0.136
C 6.019 -1.328 -1.889 -0.097
O 5.987 -2.325 -2.925 0.073
C 6.493 -3.520 -2.580 -0.723
F 6.257 -4.385 -3.567 0.182
F 5.941 -4.011 -1.456 0.149
F 7.815 -3.471 -2.370 0.168
C 4.388 0.609 -1.537 -0.203
P 5.702 1.909 -1.564 0.943
C 6.775 1.445 -0.133 -0.262
O 6.686 1.641 -2.873 -0.312
C 3.064 1.027 -1.355 -0.239
O 2.794 2.380 -1.240 0.009
C 2.005 0.117 -1.293 -0.007
C 0.583 0.507 -1.132 -0.272
O 0.141 1.572 -1.479 0.140
H 9.534 -0.440 3.294 0.093
H 9.303 -1.052 1.661 0.088
H 8.900 0.616 2.049 0.077
H 5.745 -1.898 4.188 0.128
H 6.146 -3.510 3.628 0.123
H 5.379 -2.486 1.299 0.105
H 4.367 -1.495 2.302 0.123
H 4.325 -4.529 2.642 0.112
H 3.191 -3.312 3.209 0.118
H 3.765 -3.369 0.306 0.073
H 2.257 -2.959 1.059 0.101
H 3.418 -5.761 0.983 0.108
H 2.563 -5.186 -0.400 0.100
H 0.937 -6.381 0.685 0.111
H 1.544 -6.107 2.278 0.107
H -0.497 -5.029 2.216 0.109
H 0.534 -3.659 1.985 0.104
H -0.114 -4.689 -0.660 0.107
H -1.574 -4.747 0.308 0.113
H -2.660 -3.018 1.204 0.126
H -1.671 0.994 0.151 0.137
H 3.765 -2.728 -1.716 0.118
H 6.721 -0.565 -2.189 0.098
H 6.352 -1.753 -0.943 0.132
H 7.521 0.684 -0.371 0.034
H 7.235 2.331 0.281 0.035
H 6.120 1.004 0.618 0.035
H 7.560 1.379 -2.559 0.041
H 2.922 2.622 -0.317 0.118
O 4.518 1.500 -5.743 0.121
C 3.441 2.010 -5.669 -0.492
C 2.194 1.605 -6.434 -0.076
C 1.278 2.810 -6.237 -0.155
C 1.750 3.343 -4.890 -0.150
O 3.155 3.035 -4.829 0.021
H 1.785 0.703 -5.974 0.129
H 2.429 1.416 -7.477 0.123
H 0.216 2.574 -6.255 0.114
H 1.472 3.549 -7.017 0.116
H 1.255 2.855 -4.048 0.119
H 1.624 4.419 -4.796 0.125
O -1.253 2.946 3.986 0.118
C -2.264 3.487 4.326 -0.490
C -3.644 3.327 3.716 -0.082
C -4.401 4.526 4.283 -0.148
C -3.686 4.748 5.607 -0.144
O -2.324 4.339 5.375 0.028
H -4.065 2.379 4.055 0.131
H -3.586 3.342 2.633 0.110
H -5.470 4.366 4.391 0.092
H -4.253 5.392 3.634 0.124
H -4.099 4.133 6.410 0.128
H -3.693 5.788 5.924 0.125
O -8.183 -1.223 -5.925 0.125
C -7.929 -0.838 -4.824 -0.488
C -6.597 -0.324 -4.306 -0.071
C -6.786 -0.375 -2.792 -0.156
C -8.290 -0.180 -2.659 -0.159
O -8.858 -0.777 -3.836 0.023
H -6.456 0.695 -4.669 0.131
H -5.784 -0.955 -4.652 0.125
H -6.206 0.363 -2.244 0.094
H -6.508 -1.363 -2.420 0.121
H -8.572 0.876 -2.639 0.124
H -8.706 -0.670 -1.781 0.122
O -8.944 5.705 5.092 0.134
C -8.751 5.168 4.044 -0.480
C -9.608 5.232 2.795 -0.071
C -9.079 4.063 1.966 -0.151
C -7.631 3.977 2.432 -0.161
O -7.650 4.404 3.807 -0.009
H -9.436 6.193 2.308 0.133
H -10.659 5.130 3.048 0.126
H -9.174 4.198 0.891 0.116
H -9.609 3.150 2.239 0.119
H -6.974 4.646 1.872 0.129
H -7.231 2.967 2.382 0.120

=====

Record 4
10
Properties=species:S:1:pos:R:3:lowdin_charge:R:1 method="wB97M-V/def2-TZVPD" de_lowest_kcal_mol=125.14 e_tot_ev=-8660.9843 homo_ev="-9.91 / -9.24" charge=0 fmax_ha_per_bohr=0.0349 spin_multiplicity=1 lumo_ev="-1.668 / -1.595"
C -0.959 -1.226 0.093 -0.022
C -0.377 0.107 -0.043 -0.134
N -0.716 1.278 -0.226 0.108
C 0.133 2.296 -0.298 -0.176
C 1.523 0.512 0.042 -0.338
N 1.367 2.069 -0.179 0.091
N 2.317 -0.336 0.223 0.174
H -2.046 -1.172 0.003 0.097
H -0.687 -1.645 1.065 0.100
H -0.554 -1.882 -0.679 0.100

=====

Record 5
63
Properties=species:S:1:pos:R:3:lowdin_charge:R:1 method="wB97M-V/def2-TZVPD" de_lowest_kcal_mol=44.45 e_tot_ev=-169040.1658 homo_ev="-1.68 / -1.66" charge=-2 fmax_ha_per_bohr=0.0945 spin_multiplicity=1 lumo_ev="4.019 / 4.020"
Pt 3.556 0.173 -0.494 0.818
O 7.783 -0.262 -0.088 0.007
C 6.579 -0.136 0.037 -0.636
O 5.710 0.211 -0.777 -0.191
C 5.943 -0.523 1.533 -0.663
O 6.748 -0.571 2.447 -0.007
O 4.730 -0.740 1.480 -0.115
C -1.932 -4.498 3.412 -0.065
C -1.420 -3.258 2.734 -0.287
C -0.085 -2.894 2.797 -0.023
C 0.392 -1.747 2.176 -0.279
C 1.851 -1.449 2.308 -0.111
C -0.474 -0.906 1.449 -0.246
As 0.548 0.692 0.706 1.306
N 1.510 -0.174 -0.576 -0.444
C 1.052 -1.036 -1.505 -0.409
C 1.957 -1.720 -2.351 -0.054
C 1.514 -2.575 -3.331 -0.121
C 0.156 -2.801 -3.525 -0.145
C -0.749 -2.141 -2.708 -0.117
C -0.317 -1.279 -1.727 -0.077
C -0.867 1.868 -0.133 -0.286
C -0.906 2.270 -1.472 -0.258
C 0.104 1.820 -2.478 -0.057
C -1.909 3.132 -1.907 -0.020
C -2.844 3.669 -1.043 -0.285
C -3.939 4.569 -1.544 -0.066
C -2.725 3.366 0.307 -0.037
C -1.747 2.499 0.767 -0.325
C -1.651 2.242 2.243 -0.079
C -1.817 -1.286 1.370 -0.287
C -2.891 -0.553 0.610 -0.069
C -2.266 -2.438 2.013 -0.042
H -1.130 -5.009 3.942 0.067
H -2.354 -5.189 2.681 0.073
H -2.720 -4.252 4.125 0.071
H 0.606 -3.524 3.342 0.107
H 2.340 -2.169 2.959 0.080
H 2.025 -0.441 2.696 0.063
H 2.352 -1.477 1.336 0.038
H 3.027 -1.537 -2.211 0.086
H 2.232 -3.089 -3.959 0.093
H -0.191 -3.473 -4.301 0.078
H -1.815 -2.300 -2.840 0.093
H -1.036 -0.745 -1.122 0.066
H 1.061 1.629 -1.997 0.028
H 0.256 2.593 -3.228 0.076
H -0.215 0.904 -2.977 0.079
H -1.944 3.393 -2.956 0.111
H -3.828 4.752 -2.611 0.066
H -3.919 5.527 -1.024 0.072
H -4.920 4.120 -1.376 0.072
H -3.415 3.816 1.012 0.107
H -2.400 2.823 2.781 0.071
H -0.656 2.520 2.599 0.071
H -1.791 1.185 2.469 0.059
H -2.543 0.364 0.151 0.040
H -3.716 -0.306 1.281 0.084
H -3.282 -1.201 -0.176 0.082
H -3.316 -2.698 1.931 0.112
Se 3.460 2.854 -0.305 0.564
C 3.202 3.462 -1.957 -0.937
N 3.033 3.942 -2.999 0.001